One molecule with the formula C5H5NO in a non-equilibrium geometry. Source: the Open Molecules 2025 dataset; level of theory: wB97M-V/def2-TZVPD.

The geometry in XYZ format:
```
12
Properties=species:S:1:pos:R:3:lowdin_charge:R:1
O -1.96 0.79 0.16 0.01
C -1.03 0.93 0.92 -0.28
C 0.13 0.05 0.89 -0.08
C -0.43 -1.07 -0.42 0.06
C 0.85 -0.40 -0.35 -0.34
C 1.26 0.57 -1.35 -0.16
N 1.61 1.34 -2.13 0.16
H -1.09 1.69 1.72 0.12
H 0.74 -0.03 1.82 0.14
H -1.12 -0.76 -1.21 0.12
H -0.61 -2.04 -0.01 0.10
H 1.64 -1.07 -0.05 0.15
```

- electronic energy (hartree) = -323.402076
- charge = 0
- energy relative to the best compared isomer or geometry (same formula, charge and spin) (kJ/mol) = 308.8
- highest occupied orbital energy (Eh) = -0.359

One molecule with the formula CH7N3S in a non-equilibrium geometry. Source: the Open Molecules 2025 dataset; level of theory: wB97M-V/def2-TZVPD.

The geometry in XYZ format:
```
12
Properties=species:S:1:pos:R:3:lowdin_charge:R:1
C -1.05 -1.01 -0.23 -0.07
N -0.74 1.35 0.27 -0.01
N 0.97 -0.13 0.59 -0.37
N -0.38 0.03 0.56 -0.42
S 1.96 0.17 -0.99 0.60
H -2.04 -0.78 -0.08 0.05
H -0.68 -1.04 -1.27 0.06
H -0.84 -2.01 0.02 0.06
H -0.63 1.95 1.22 0.14
H -0.10 1.88 -0.32 0.04
H 1.34 0.70 1.23 0.10
H 2.20 -1.14 -0.99 -0.18
```

- electronic energy (hartree) = -604.627945
- charge = 0
- energy relative to the best compared isomer or geometry (same formula, charge and spin) (kJ/mol) = 294.6
- highest occupied orbital energy (Eh) = -0.317

A 3-piece molecular cluster, C4H17N3O2 overall in a non-equilibrium geometry. Source: the Open Molecules 2025 dataset; level of theory: wB97M-V/def2-TZVPD.

The geometry in XYZ format:
```
26
Properties=species:S:1:pos:R:3:lowdin_charge:R:1
C -0.91 0.17 0.39 -0.22
N 0.02 0.67 -0.65 -0.08
C -0.17 0.04 -1.99 -0.32
N -0.48 1.06 -2.96 -0.01
C -0.45 -1.08 1.18 -0.25
N -0.40 -2.33 0.49 -0.11
C 0.36 -3.38 1.10 -0.17
H -1.92 0.12 0.01 0.11
H -0.99 0.99 1.13 0.11
H 0.96 0.72 -0.24 0.10
H 0.78 -0.47 -2.30 0.12
H -0.92 -0.78 -1.97 0.11
H 0.13 1.85 -2.85 0.05
H -1.34 1.53 -2.68 0.07
H 0.49 -0.68 1.69 0.09
H -1.07 -1.13 2.06 0.10
H -0.33 -2.33 -0.51 0.08
H 0.45 -4.24 0.43 0.07
H 1.43 -3.33 1.44 0.08
H -0.18 -3.75 1.97 0.07
H 2.87 -0.11 1.51 0.05
H 2.31 1.29 1.75 0.05
O 2.19 0.36 2.01 -0.06
H -0.20 4.39 -0.16 0.03
H -0.45 2.89 -0.37 0.00
O -0.78 3.67 0.12 -0.08
```

- electronic energy (hartree) = -477.290297
- charge = 0
- energy relative to the best compared isomer or geometry (same formula, charge and spin) (kJ/mol) = 134.6
- highest occupied orbital energy (Eh) = -0.308

C21H21N6O3PPt as an isolated structure. Source: the Open Molecules 2025 dataset; level of theory: wB97M-V/def2-TZVPD.

The geometry in XYZ format:
```
53
Properties=species:S:1:pos:R:3:mulliken_spin:R:1
Pt 0.91 0.07 -0.85 0.08
C 1.78 -4.19 -0.29 0.39
C 1.87 -2.86 -0.77 0.17
N 1.06 -1.90 -0.33 0.13
C 0.10 -2.25 0.66 0.26
C 0.19 -3.62 1.22 0.12
N 0.97 -4.50 0.75 0.15
C -0.74 -1.24 1.12 0.32
C -1.81 -1.32 2.07 0.07
C -2.60 -0.24 2.37 0.04
C -2.31 0.98 1.71 0.10
C -1.27 1.05 0.79 0.17
N -0.50 -0.04 0.52 0.29
C -0.85 2.20 0.02 0.15
C -1.41 3.50 0.17 0.19
N -1.01 4.54 -0.54 -0.06
C -0.03 4.34 -1.39 0.22
C 0.62 3.07 -1.53 0.12
N 0.21 2.02 -0.86 -0.05
C -3.73 -0.34 3.37 -0.03
C -4.52 0.77 3.68 0.08
C -5.56 0.66 4.61 0.00
N -5.69 -0.52 5.11 0.80
C -5.05 -1.64 4.93 0.01
C -4.01 -1.55 4.01 0.08
H 2.29 -4.99 -0.81 0.01
H 2.54 -2.63 -1.58 0.04
H -0.34 -3.85 2.14 0.01
H -1.99 -2.27 2.54 0.01
H -2.90 1.87 1.89 0.02
H -2.18 3.68 0.91 -0.01
H 0.27 5.17 -2.02 0.00
H 1.44 2.93 -2.22 0.05
H -4.38 1.75 3.24 0.01
H -6.22 1.47 4.91 0.03
H -5.35 -2.53 5.48 0.03
H -3.47 -2.47 3.84 0.01
C 3.96 1.77 -3.97 0.00
O 2.93 1.51 -2.93 0.00
P 2.66 0.06 -2.37 -0.02
O 3.95 -0.56 -1.74 0.00
C 4.86 0.15 -0.84 0.00
O 2.44 -0.97 -3.52 0.00
C 1.43 -0.88 -4.57 0.00
H 4.52 2.64 -3.62 0.00
H 3.44 1.97 -4.89 0.00
H 4.61 0.90 -4.06 0.00
H 5.63 -0.57 -0.58 0.00
H 4.32 0.48 0.05 0.00
H 5.30 1.00 -1.36 0.00
H 1.96 -0.94 -5.51 0.00
H 0.89 0.06 -4.50 0.00
H 0.76 -1.72 -4.45 0.00
```

- electronic energy (hartree) = -1826.117417
- charge = +4
- spin multiplicity = 5
- highest occupied orbital energy (spin up / spin down) (Eh) = -0.688 / -0.784

C2H5OTb as an isolated structure in a non-equilibrium geometry. Source: the Open Molecules 2025 dataset; level of theory: wB97M-V/def2-TZVPD.

The geometry in XYZ format:
```
9
Properties=species:S:1:pos:R:3:mulliken_spin:R:1
C 1.55 -0.03 -0.89 -0.19
C 2.69 -0.23 0.12 0.01
H 1.85 0.74 -1.62 0.03
H 1.43 -0.94 -1.51 0.03
H 3.65 -0.48 -0.37 -0.01
H 2.47 -1.03 0.84 0.00
Tb -0.67 0.56 -0.11 8.10
O -2.25 -0.36 1.00 -0.95
H 2.87 0.68 0.72 0.00
```

- electronic energy (hartree) = -978.473568
- charge = +1
- spin multiplicity = 8
- energy relative to the best compared isomer or geometry (same formula, charge and spin) (kJ/mol) = 0.0
- highest occupied orbital energy (spin up / spin down) (Eh) = -0.502 / -0.514

One molecule with the formula C4H9NS in a non-equilibrium geometry. Source: the Open Molecules 2025 dataset; level of theory: wB97M-V/def2-TZVPD.

The geometry in XYZ format:
```
15
Properties=species:S:1:pos:R:3:lowdin_charge:R:1
C 2.73 0.29 0.35 -0.43
C 0.17 0.37 -0.53 -0.51
C -1.22 -0.31 -0.59 -0.43
C -1.91 -0.74 0.62 -0.15
H 2.78 1.27 -0.04 0.02
H 2.63 0.46 1.44 0.05
H 3.69 -0.20 0.24 0.02
H 0.12 1.09 0.30 0.09
H 0.23 0.95 -1.45 0.08
H -1.30 -1.03 -1.41 0.13
H -2.50 -1.63 0.62 0.10
H -1.43 -0.49 1.53 0.09
H -3.16 0.26 -0.58 0.08
N -2.31 0.49 -0.11 0.04
S 1.49 -0.79 -0.39 0.81
```

- electronic energy (hartree) = -610.693242
- charge = 0
- energy relative to the best compared isomer or geometry (same formula, charge and spin) (kJ/mol) = 158.7
- highest occupied orbital energy (Eh) = -0.313

A 4-piece molecular cluster, C15H25N2O9 overall in a non-equilibrium geometry. Source: the Open Molecules 2025 dataset; level of theory: wB97M-V/def2-TZVPD.

The geometry in XYZ format:
```
51
Properties=species:S:1:pos:R:3:lowdin_charge:R:1
C -4.13 5.21 1.94 -0.15
C -3.54 5.21 0.51 -0.29
C -3.91 3.88 -0.16 -0.38
N -3.01 2.87 0.36 -0.16
N -3.54 1.65 0.05 -0.05
C -2.75 0.70 -0.31 -0.47
C -3.36 -0.47 -1.04 -0.10
C -1.30 0.68 0.01 -0.09
H -5.11 5.69 1.97 0.05
H -4.25 4.18 2.26 0.05
H -3.44 5.73 2.60 0.05
H -2.46 5.20 0.60 0.07
H -3.89 6.08 -0.05 0.08
H -4.97 3.63 0.01 0.08
H -3.74 3.93 -1.26 0.08
H -3.58 -0.16 -2.06 0.05
H -2.74 -1.37 -1.00 0.05
H -4.32 -0.72 -0.59 0.05
H -0.86 1.69 0.00 0.04
H -0.72 0.11 -0.72 0.05
H -1.09 0.29 1.01 0.06
C 3.29 2.18 -1.13 -0.12
C 1.83 2.34 -1.48 -0.11
O 1.41 0.99 -1.67 0.06
C 2.24 0.20 -0.98 -0.56
O 2.07 -0.97 -0.78 0.13
O 3.31 0.89 -0.52 0.06
H 3.65 2.94 -0.44 0.13
H 3.93 2.17 -2.02 0.13
H 1.24 2.78 -0.67 0.13
H 1.67 2.92 -2.39 0.14
C 0.61 -3.31 2.67 -0.13
C 0.15 -2.13 1.84 -0.13
O -1.23 -2.42 1.62 0.06
C -1.64 -3.24 2.61 -0.56
O -2.77 -3.55 2.82 0.16
O -0.59 -3.69 3.35 0.05
H 1.39 -3.05 3.38 0.13
H 0.95 -4.15 2.05 0.13
H 0.23 -1.18 2.37 0.13
H 0.69 -2.05 0.89 0.11
C 3.47 -4.38 -1.67 -0.11
C 4.41 -3.20 -1.76 -0.12
O 5.60 -3.71 -1.12 0.06
C 5.57 -5.06 -1.21 -0.57
O 6.48 -5.77 -0.93 0.15
O 4.37 -5.49 -1.66 0.06
H 2.78 -4.44 -2.51 0.13
H 2.89 -4.38 -0.74 0.13
H 4.66 -2.94 -2.79 0.13
H 4.04 -2.32 -1.25 0.11
```

- electronic energy (hartree) = -1373.205781
- charge = -1
- energy relative to the best compared isomer or geometry (same formula, charge and spin) (kJ/mol) = 333.9
- highest occupied orbital energy (Eh) = -0.059

C8H10F6MgN3O7S2 as an isolated structure in a non-equilibrium geometry. Source: the Open Molecules 2025 dataset; level of theory: wB97M-V/def2-TZVPD.

The geometry in XYZ format:
```
37
Properties=species:S:1:pos:R:3:lowdin_charge:R:1
Mg -0.60 0.13 -0.10 0.25
O -0.76 1.13 -1.76 -0.40
H -1.71 1.09 -1.96 -0.07
C 1.79 -2.83 -2.62 -0.53
F 0.49 -3.28 -2.60 0.04
F 2.41 -3.61 -1.73 0.09
F 2.33 -3.01 -3.85 0.11
S 1.87 -0.94 -1.86 0.58
O 0.91 -0.78 -0.71 -0.41
O 3.25 -0.73 -1.46 -0.31
O 1.42 0.05 -2.82 -0.30
C 1.42 4.31 0.66 -0.63
F 2.28 4.62 1.64 0.10
F 0.15 4.54 1.05 0.08
F 1.72 5.15 -0.28 0.14
S 1.72 2.41 -0.01 0.57
O 1.58 2.48 -1.48 -0.32
O 3.11 2.24 0.30 -0.31
O 0.67 1.54 0.55 -0.40
C -1.71 -4.11 -1.46 -0.07
C -1.75 -2.75 -0.96 -0.15
N -1.73 -1.65 -0.52 0.18
H -1.58 -4.24 -2.54 0.08
H -2.69 -4.51 -1.23 0.08
H -0.91 -4.74 -1.08 0.09
C 0.96 -2.20 3.64 -0.03
C 0.28 -1.42 2.55 -0.12
N -0.23 -0.78 1.72 0.17
H 0.41 -3.08 3.97 0.08
H 1.01 -1.43 4.41 0.08
H 1.98 -2.45 3.34 0.09
C -3.20 3.54 1.37 -0.03
C -2.57 2.28 0.93 -0.14
N -2.14 1.32 0.52 0.17
H -3.92 3.93 0.65 0.08
H -2.45 4.33 1.44 0.07
H -3.81 3.48 2.27 0.08
```

- electronic energy (hartree) = -2597.550097
- charge = -1
- energy relative to the best compared isomer or geometry (same formula, charge and spin) (kJ/mol) = 0.0
- highest occupied orbital energy (Eh) = -0.135

A 2-piece molecular cluster, C2H7N3O overall in a non-equilibrium geometry. Source: the Open Molecules 2025 dataset; level of theory: wB97M-V/def2-TZVPD.

The geometry in XYZ format:
```
13
Properties=species:S:1:pos:R:3:lowdin_charge:R:1
N 0.96 -1.30 0.56 0.09
C 1.89 -0.31 0.41 -0.39
N 1.84 0.45 -0.61 0.03
H 0.73 -1.60 1.50 0.09
H 0.15 -1.32 -0.04 0.06
H 2.67 -0.27 1.18 0.11
H 2.76 0.86 -0.83 0.03
C -2.24 0.11 -0.15 -0.41
N -1.37 1.13 -0.43 0.13
O -1.94 -1.03 0.08 0.00
H -3.25 0.49 -0.39 0.12
H -0.37 1.00 -0.33 0.05
H -1.84 1.82 -0.96 0.08
```

- electronic energy (hartree) = -319.916642
- charge = 0
- energy relative to the best compared isomer or geometry (same formula, charge and spin) (kJ/mol) = 87.0
- highest occupied orbital energy (Eh) = -0.340

One molecule with the formula CH3NS2 in a non-equilibrium geometry. Source: the Open Molecules 2025 dataset; level of theory: wB97M-V/def2-TZVPD.

The geometry in XYZ format:
```
7
Properties=species:S:1:pos:R:3:lowdin_charge:R:1
C -0.41 0.05 0.12 -1.02
N 0.22 1.15 -0.06 0.02
S -2.04 -0.32 0.33 0.54
S 1.10 -1.58 0.40 0.46
H -0.49 1.76 -0.44 0.11
H 1.24 1.28 0.05 0.13
H 0.37 -2.34 -0.39 -0.24
```

- electronic energy (hartree) = -890.976002
- charge = 0
- energy relative to the best compared isomer or geometry (same formula, charge and spin) (kJ/mol) = 137.3
- highest occupied orbital energy (Eh) = -0.319

H2OTl as an isolated structure in a non-equilibrium geometry. Source: the Open Molecules 2025 dataset; level of theory: wB97M-V/def2-TZVPD.

The geometry in XYZ format:
```
4
Properties=species:S:1:pos:R:3:lowdin_charge:R:1
Tl 3.25 -1.41 -0.04 1.94
O -0.75 0.30 -0.09 0.64
H -1.45 -0.07 0.45 0.21
H -1.05 1.18 -0.31 0.21
```

- electronic energy (hartree) = -247.115316
- charge = +3
- energy relative to the best compared isomer or geometry (same formula, charge and spin) (kJ/mol) = 63.4
- highest occupied orbital energy (Eh) = -1.066

A 2-piece molecular cluster, C2H8NO2 overall in a non-equilibrium geometry. Source: the Open Molecules 2025 dataset; level of theory: wB97M-V/def2-TZVPD.

The geometry in XYZ format:
```
13
Properties=species:S:1:pos:R:3:lowdin_charge:R:1
C 1.74 2.44 -0.06 -0.03
N 0.48 1.68 -0.11 0.12
H 1.65 3.56 -0.19 0.13
H 2.06 2.30 0.95 0.10
H 2.38 2.00 -0.77 0.09
H 0.60 0.64 0.22 0.14
H 0.07 1.79 -1.08 0.20
H -0.16 2.05 0.51 0.13
O 0.20 -0.98 0.21 0.01
C -0.75 -1.77 0.37 -0.28
O -1.80 -1.90 -0.41 0.15
H -0.77 -2.36 1.23 0.13
H -2.39 -2.65 -0.33 0.14
```

- electronic energy (hartree) = -285.981818
- charge = +1
- energy relative to the best compared isomer or geometry (same formula, charge and spin) (kJ/mol) = 96.2
- highest occupied orbital energy (Eh) = -0.565